DFT (ωB97M-V/def2-TZVPD) results for a 2-piece molecular cluster, C5H14N2O overall at a distorted geometry.

Computed properties:
2S+1: 1
Electronic energy, eV: -10438.0913
Gap between HOMO and LUMO, eV: 10.120
ΔE to the lowest compared entry with this formula, charge and spin, kJ/mol: 283.3
E_HOMO, eV: -9.143

Each line ends with the Mulliken charge.
Element x y z (Å)
C (2.02, 0.45, 1.71)  -0.49
N (0.93, -0.11, 1.33)  -0.14
C (0.82, -1.44, 1.95)  -0.49
C (-0.51, -2.06, 1.59)  -1.12
H (2.71, -0.07, 2.40)  0.28
H (2.36, 1.38, 1.25)  0.28
H (1.66, -2.06, 1.59)  0.35
H (0.96, -1.33, 3.05)  0.40
H (-0.67, -3.04, 2.04)  0.36
H (-1.32, -1.38, 1.91)  0.28
H (-0.59, -2.15, 0.49)  0.24
N (-0.91, 1.91, -0.33)  -0.52
C (-1.40, 1.27, -1.57)  -0.56
C (-0.16, 0.77, -2.28)  -0.28
O (-0.72, 0.15, -3.46)  -0.52
H (-0.68, 1.10, 0.37)  0.24
H (-1.63, 2.45, 0.10)  0.24
H (-1.76, 2.08, -2.24)  0.31
H (-2.13, 0.45, -1.60)  0.29
H (0.46, 0.06, -1.71)  0.28
H (0.48, 1.64, -2.55)  0.27
H (0.06, -0.07, -4.04)  0.30